Entry 1:
Formula: C7H14N6
Source: the OMol25 dataset
Level of theory: the ωB97M-V functional and the def2-TZVPD basis

ORCA input file:
```
! RIJCOSX wB97M-V def2-TZVPD def2/J DEFGRID3
* xyz 2 1
C -1.0485 -0.8750 3.0744
C -1.7172 -0.9056 1.7009
N -0.8019 -0.3493 0.6304
N 0.2558 -1.3295 0.5385
C 1.4220 -1.1103 -0.0576
C 1.7614 0.0282 -0.8371
C 0.8275 0.7178 -1.6017
N 1.4744 1.5658 -2.4820
C 2.9248 1.3865 -2.2694
N 3.0249 0.3997 -1.1589
N -0.5221 0.4397 -1.6620
C -1.4043 0.1062 -0.6894
N -2.5736 -0.4036 -0.9782
H -0.1996 -1.5408 3.0970
H -0.7789 0.2126 3.0839
H -1.8055 -1.1908 3.8603
H -2.6430 -0.3034 1.7639
H -2.1031 -1.8525 1.4496
H -0.3456 0.4470 1.1496
H 1.9674 -2.0961 0.0818
H 0.9625 2.3143 -2.9649
H 3.3620 2.3668 -2.3227
H 3.3674 0.8153 -3.0587
H 3.8634 0.4178 -0.5251
H -0.9402 0.9790 -2.5135
H -2.7895 -0.5735 -1.9870
H -3.3632 -0.2478 -0.3441
*
```

Computed properties:
* LUMO level (spin up / spin down): -8.724 / -9.072 eV
* energy relative to the best compared isomer or geometry (same formula, charge and spin): 1.8874 eV
* DFT total energy: -602.916389 hartree
* maximum force: 3.2 eV/Å
* structure (SMILES): CC[N@H+]1N=CC2=C(NCN2)NC1=[NH2+]
* gap between HOMO and LUMO (spin up / spin down): 6.283 / 5.730 eV
* HOMO (spin up / spin down): -0.551 / -0.544 Eh

Charges per atom according to Mulliken partitioning, unit e: C -1.0226; C -0.6316; N 0.5016; N -0.8489; C -0.1009; C 0.1184; C 0.1482; N -0.2436; C -0.5530; N -0.2699; N -0.0939; C 0.2930; N -0.3025; H 0.3250; H 0.3079; H 0.3747; H 0.4497; H 0.4588; H 0.4359; H 0.4441; H 0.2553; H 0.3963; H 0.3109; H 0.3130; H 0.3730; H 0.2909; H 0.2703

Entry 2:
Formula: C7H14NO2
Source: the OMol25 dataset
Level of theory: the ωB97M-V functional and the def2-TZVPD basis

ORCA input file:
```
! RIJCOSX wB97M-V def2-TZVPD def2/J DEFGRID3
* xyz 1 1
C 1.7506 -1.4024 2.3085
C -0.2901 0.8036 0.1626
C -0.0706 -0.5192 -0.5270
C -1.3646 0.9700 1.1473
C 0.0262 2.0220 -0.6083
C -1.3934 -0.9676 -1.0905
C 0.9484 -0.6507 -1.7029
N 1.1126 -0.7820 1.4137
O 1.1812 0.4691 1.2101
O 0.3236 -1.4478 0.5363
H 1.6049 -2.4767 2.3324
H 2.4805 -0.7544 2.9647
H -1.0492 1.2962 2.1822
H -1.8454 -0.0388 1.2557
H -2.0948 1.8045 0.7981
H -0.8250 2.1882 -1.4107
H 0.8757 2.1694 -1.2616
H 0.0628 2.8170 0.2332
H -1.3737 -2.0048 -1.1482
H -1.5844 -0.7382 -2.1442
H -2.1490 -0.6907 -0.4611
H 0.6394 -0.1326 -2.6872
H 0.9794 -1.6012 -2.0638
H 2.0549 -0.3329 -1.4392
*
```

Computed properties:
* LUMO level: -3.682 eV
* energy relative to the best compared isomer or geometry (same formula, charge and spin): 5.6206 eV
* DFT total energy: -479.917955 hartree
* maximum force: 4.7 eV/Å
* gap between HOMO and LUMO: 10.866 eV
* HOMO: -0.535 Eh

Charges per atom according to Mulliken partitioning, unit e: C -0.3980; C 1.3291; C 1.1888; C -1.3843; C -1.4778; C -1.6075; C -1.7622; N 0.5870; O -0.4829; O -0.3051; H 0.3187; H 0.2816; H 0.3362; H 0.3777; H 0.3544; H 0.3463; H 0.3913; H 0.3823; H 0.5238; H 0.3942; H 0.3990; H 0.3643; H 0.5510; H 0.2921

Entry 3:
Formula: C7H14NO2S
Source: the OMol25 dataset
Level of theory: the ωB97M-V functional and the def2-TZVPD basis

ORCA input file:
```
! RIJCOSX wB97M-V def2-TZVPD def2/J DEFGRID3
* xyz 1 1
C -1.1682 1.0653 -0.0571
C -1.1461 -1.2466 0.5072
C 0.0542 0.2733 1.9220
C -2.4727 0.9599 -0.8692
C -2.4320 -1.3075 -0.3127
C 1.4830 0.2822 1.4324
C 3.8664 -0.0040 -1.6354
N -0.9685 0.0879 1.0163
O -2.5137 -0.3411 -1.3291
O 3.2760 0.2272 -0.3317
S 1.8585 -0.4479 -0.0796
H -0.2361 0.7862 -0.7233
H -0.9159 2.0105 0.4137
H -1.1930 -1.9178 1.4615
H -0.1711 -1.4241 -0.1098
H 0.0433 -0.4508 2.7151
H -0.0531 1.1777 2.6539
H -3.3372 1.3331 -0.3014
H -2.3183 1.4827 -1.8317
H -2.5147 -2.2958 -0.7927
H -3.2959 -1.2664 0.2922
H 2.2158 0.9081 1.9323
H 3.1299 0.0083 -2.4741
H 4.4087 -0.9055 -1.7023
H 4.4005 1.0052 -1.7966
*
```

Computed properties:
* LUMO level (spin up / spin down): -5.880 / -5.881 eV
* energy relative to the best compared isomer or geometry (same formula, charge and spin): 3.2547 eV
* DFT total energy: -878.133649 hartree
* maximum force: 3.8 eV/Å
* gap between HOMO and LUMO (spin up / spin down): 6.716 / 6.715 eV
* HOMO (spin up / spin down): -0.463 / -0.463 Eh

Charges per atom according to Mulliken partitioning, unit e: C -0.3201; C -0.1245; C -0.9285; C -0.6106; C -0.8327; C 0.0565; C -0.7123; N -0.0790; O -0.3742; O -0.2101; S 0.2765; H 0.1358; H 0.4274; H 0.3338; H 0.1880; H 0.4503; H 0.4528; H 0.3436; H 0.3322; H 0.3698; H 0.4131; H 0.4532; H 0.3614; H 0.3401; H 0.2575

Entry 4:
Formula: C7H14NO3
Source: the OMol25 dataset
Level of theory: the ωB97M-V functional and the def2-TZVPD basis

ORCA input file:
```
! RIJCOSX wB97M-V def2-TZVPD def2/J DEFGRID3
* xyz -1 1
C -1.1145 3.7311 -1.5461
C -0.5876 2.9037 -0.3097
O -0.7372 1.6718 -0.2824
O 0.1996 3.5519 0.4234
H -2.1591 4.0830 -1.3387
H -1.2494 3.1916 -2.4891
H -0.5115 4.6205 -1.8056
C 0.9919 -0.5760 1.0644
C 1.6128 0.3750 0.0470
C 1.4214 -2.7612 -0.0971
C -1.9209 -1.4075 0.7698
C -0.7792 -2.3064 0.7550
O -1.0218 -3.5168 0.6537
N 0.4435 -1.7771 0.4388
H 1.8831 -0.8085 1.7125
H 0.3271 -0.0889 1.7277
H 1.2405 1.3700 0.1515
H 1.1626 0.2538 -0.9237
H 1.2161 -3.8540 0.1825
H -2.7407 -1.9231 1.3170
H 2.6774 0.1381 -0.1346
H 1.2564 -2.6912 -1.2192
H 2.4330 -2.3532 0.0222
H -1.7147 -0.3783 1.1503
H -2.3287 -1.4480 -0.2697
*
```

Computed properties:
* LUMO level: 3.479 eV
* energy relative to the best compared isomer or geometry (same formula, charge and spin): 0.9457 eV
* DFT total energy: -555.629511 hartree
* maximum force: 2.7 eV/Å
* gap between HOMO and LUMO: 7.874 eV
* HOMO: -0.162 Eh

Charges per atom according to Mulliken partitioning, unit e: C -1.0025; C 0.6813; O -0.6873; O -0.7465; H 0.2299; H 0.2910; H 0.2944; C -0.6253; C -1.0723; C -1.0423; C -0.8574; C 0.4921; O -0.7039; N 0.2091; H 0.3087; H 0.4958; H 0.2826; H 0.3666; H 0.2857; H 0.3422; H 0.3234; H 0.2926; H 0.3657; H 0.2981; H 0.1785

Entry 5:
Formula: C7H14NOP
Source: the OMol25 dataset
Level of theory: the ωB97M-V functional and the def2-TZVPD basis

ORCA input file:
```
! RIJCOSX wB97M-V def2-TZVPD def2/J DEFGRID3
* xyz 0 1
C -1.9802 -1.5884 1.5254
C -0.7830 -1.3972 0.6047
P -0.9830 -0.0798 -0.7088
O -2.5403 -0.4169 -1.1584
C -1.3214 1.3868 0.4097
C -0.7863 2.6770 -0.2037
H -1.8131 -2.4404 2.1818
H -2.1455 -0.7074 2.1405
H -2.8778 -1.7739 0.9395
H -0.5655 -2.3328 0.0793
H 0.1117 -1.1297 1.1753
H -2.6603 -0.3914 -2.1088
H -2.4024 1.4495 0.5592
H -0.8384 1.2220 1.3757
H -1.2173 2.8492 -1.1885
H -1.0235 3.5293 0.4301
H 0.2949 2.6177 -0.3107
C 2.8329 -0.7977 -1.6596
C 3.8594 -0.5639 -0.8494
C 3.6673 0.0033 0.4287
N 3.4928 0.4677 1.4622
H 1.8183 -0.5687 -1.3726
H 2.9756 -1.2285 -2.6368
H 4.8851 -0.7860 -1.1148
*
```

Computed properties:
* LUMO level: 0.476 eV
* energy relative to the best compared isomer or geometry (same formula, charge and spin): 0.0000 eV
* DFT total energy: -746.443455 hartree
* maximum force: 1.1 eV/Å
* structure (SMILES): CCP(O)CC.C=CC#N
* gap between HOMO and LUMO: 9.263 eV
* HOMO: -0.323 Eh

Charges per atom according to Mulliken partitioning, unit e: C -1.1969; C -0.4420; P 0.1281; O -0.5206; C -0.4500; C -1.2573; H 0.3848; H 0.2838; H 0.2879; H 0.3980; H 0.3569; H 0.3073; H 0.2977; H 0.3355; H 0.3503; H 0.3549; H 0.3275; C -0.3001; C -0.1355; C 0.2932; N -0.3867; H 0.0002; H 0.2713; H 0.3119

Entry 6:
Formula: C7H14NOS
Source: the OMol25 dataset
Level of theory: the ωB97M-V functional and the def2-TZVPD basis

ORCA input file:
```
! RIJCOSX wB97M-V def2-TZVPD def2/J DEFGRID3
* xyz 1 1
C 3.3829 1.0641 -0.4122
C 1.9004 1.5486 0.9021
C -0.7823 0.6227 -0.7306
C 1.9081 0.9679 -0.4630
C -1.2509 -0.6806 -0.0242
C -2.6503 -0.4166 0.5476
C -1.2926 -1.8217 -1.0388
N -0.2781 -0.9730 1.0214
O 3.3191 1.6187 0.8938
S 0.8231 0.4065 -1.5587
H 3.9377 0.1192 -0.4470
H 3.8409 1.7447 -1.1399
H 1.4365 2.5369 1.0107
H 1.5131 0.8899 1.6890
H -1.4815 0.8948 -1.5202
H -0.6911 1.4396 -0.0187
H -2.9766 -1.2819 1.1222
H -3.3774 -0.2411 -0.2390
H -2.6391 0.4466 1.2101
H -1.9552 -1.5778 -1.8653
H -1.6629 -2.7240 -0.5616
H -0.2971 -2.0265 -1.4313
H -0.1515 -1.9694 1.1426
H -0.5753 -0.5876 1.9111
*
```

Computed properties:
* LUMO level: -5.533 eV
* energy relative to the best compared isomer or geometry (same formula, charge and spin): 0.9183 eV
* DFT total energy: -802.984811 hartree
* maximum force: 1.3 eV/Å
* gap between HOMO and LUMO: 8.057 eV
* HOMO: -0.499 Eh

Charges per atom according to Mulliken partitioning, unit e: C -0.3637; C -0.3330; C -0.9539; C 0.5727; C 1.0596; C -1.7287; C -1.6967; N -0.4535; O -0.3872; S 0.0111; H 0.2746; H 0.2946; H 0.3294; H 0.2482; H 0.5854; H 0.4275; H 0.4085; H 0.4307; H 0.4394; H 0.3866; H 0.4464; H 0.5028; H 0.2292; H 0.2700

Entry 7:
Formula: C7H14O
Source: the OMol25 dataset
Level of theory: the ωB97M-V functional and the def2-TZVPD basis

ORCA input file:
```
! RIJCOSX wB97M-V def2-TZVPD def2/J DEFGRID3
* xyz 0 1
C -0.6309 0.7365 -1.8449
O -0.2047 -0.9556 1.3770
C -1.0655 -0.1860 -0.7336
C -2.1933 0.3155 0.1398
C 0.3482 -0.6849 0.2362
C 1.1840 -1.5385 -0.5963
C 1.5004 0.2595 0.3240
C 1.2966 1.5082 1.2769
H -0.5432 1.8501 -1.5800
H 0.1970 0.3645 -2.4037
H -1.5116 0.6348 -2.5202
H -1.3585 -1.1818 -0.9923
H -2.7323 1.2387 -0.3708
H -3.0429 -0.3479 0.0805
H -1.9473 0.6939 1.1964
H 1.5442 -2.5511 -0.3496
H 1.0215 -1.2643 -1.6909
H 1.7390 0.7102 -0.7153
H 2.4192 -0.1257 0.8127
H 0.1528 1.3170 1.3588
H 1.6193 1.2502 2.3375
H 1.4440 2.5936 1.0080
*
```

Computed properties:
* LUMO level: -1.457 eV
* energy relative to the best compared isomer or geometry (same formula, charge and spin): 7.0531 eV
* DFT total energy: -350.100266 hartree
* maximum force: 6.4 eV/Å
* gap between HOMO and LUMO: 6.379 eV
* HOMO: -0.288 Eh

Charges per atom according to Mulliken partitioning, unit e: C -1.6533; O -0.7570; C 0.5211; C -1.1670; C 0.7021; C -0.5840; C -0.7118; C -0.7478; H 0.2170; H 0.4870; H 0.4639; H 0.3840; H 0.2952; H 0.3288; H 0.2755; H 0.3392; H 0.2083; H 0.2439; H 0.5246; H 0.0634; H 0.2770; H 0.2900

Entry 8:
Formula: C7H14O
Source: the OMol25 dataset
Level of theory: the ωB97M-V functional and the def2-TZVPD basis

ORCA input file:
```
! RIJCOSX wB97M-V def2-TZVPD def2/J DEFGRID3
* xyz 0 1
C 0.7133 -0.9042 -2.2148
C 0.6046 -1.2840 -0.9455
C 1.6088 -2.0856 -0.1781
C -0.8401 -1.0554 -0.2433
O -1.8313 -0.8246 -0.9057
H -0.1323 -0.4520 -2.7136
H 1.6461 -0.9690 -2.7565
H 2.5532 -2.1404 -0.7174
H 1.7995 -1.6344 0.7974
H 1.2287 -3.0905 0.0152
H -0.8689 -1.6999 0.6510
C -0.6233 2.1683 -0.2210
C -0.0627 1.1885 0.7973
C -0.9962 0.9769 1.9793
H -1.4805 1.7216 -0.7241
H 0.1240 2.4396 -0.9668
H -0.9703 3.0856 0.2552
H 0.8937 1.5641 1.1757
H 0.3591 0.2333 0.1001
H -1.2836 1.9231 2.4391
H -1.9102 0.4910 1.6378
H -0.5316 0.3480 2.7388
*
```

Computed properties:
* LUMO level: 0.603 eV
* energy relative to the best compared isomer or geometry (same formula, charge and spin): 2.6318 eV
* DFT total energy: -350.262747 hartree
* maximum force: 4.7 eV/Å
* structure (SMILES): C=C(C)C=O.CCC
* gap between HOMO and LUMO: 10.187 eV
* HOMO: -0.352 Eh

Charges per atom according to Mulliken partitioning, unit e: C -0.9855; C 0.6127; C -1.2120; C -0.0409; O -0.5156; H 0.2919; H 0.3042; H 0.3916; H 0.2896; H 0.3075; H 0.4331; C -1.3150; C 0.4771; C -1.3246; H 0.2655; H 0.3170; H 0.4346; H 0.4161; H -0.2187; H 0.4222; H 0.3292; H 0.3199

Entry 9:
Formula: C7H14O
Source: the OMol25 dataset
Level of theory: the ωB97M-V functional and the def2-TZVPD basis

ORCA input file:
```
! RIJCOSX wB97M-V def2-TZVPD def2/J DEFGRID3
* xyz 0 1
C 1.0602 -1.2865 -1.1439
C 0.8554 0.0081 -1.3880
C 1.7909 0.7949 -2.2587
C -0.2408 0.7831 -0.8098
C -1.3511 0.2960 -0.2533
C -2.4009 1.1333 0.3866
H 0.4101 -1.8700 -0.5142
H 1.8883 -1.8155 -1.5810
H 2.1963 1.6391 -1.7072
H 1.2532 1.1859 -3.1263
H 2.6138 0.1797 -2.6103
H -0.1135 1.8553 -0.8491
H -1.5292 -0.7699 -0.2334
H -3.3746 0.9317 -0.0558
H -2.4644 0.8920 1.4464
H -2.1757 2.1911 0.2857
C 0.1361 -1.2512 2.6507
O 0.6550 -0.0480 2.1463
H 0.8302 -2.0914 2.5055
H -0.8255 -1.5054 2.1879
H -0.0155 -1.1061 3.7241
H 0.8017 -0.1461 1.1979
*
```

Computed properties:
* LUMO level: 0.955 eV
* energy relative to the best compared isomer or geometry (same formula, charge and spin): 1.6799 eV
* DFT total energy: -350.297727 hartree
* maximum force: 0.7 eV/Å
* structure (SMILES): C=C(C)/C=C/C.CO
* gap between HOMO and LUMO: 9.647 eV
* HOMO: -0.319 Eh

Charges per atom according to Mulliken partitioning, unit e: C -1.2394; C 1.1464; C -1.3447; C -0.7440; C 0.2841; C -1.2833; H 0.2282; H 0.2886; H 0.3215; H 0.3060; H 0.3788; H 0.2464; H 0.4927; H 0.3433; H 0.2627; H 0.3316; C -0.5085; O -0.5147; H 0.2483; H 0.2078; H 0.2649; H 0.2832